# C4H7N2O2

A gas-phase ion, C4H7N2O2 (charge +1) (wB97M-V/def2-TZVPD, the Open Molecules 2025 dataset).

Each line ends with the Mulliken charge.
CARTESIAN COORDINATES (ANGSTROEM)
N (1.695, -0.983, -1.521)  -0.372
C (1.011, -1.299, -0.170)  -0.554
C (-0.347, -0.561, -0.251)  -0.395
C (-0.644, 0.467, 0.650)  -0.032
N (-1.581, 1.469, 0.732)  -0.196
O (-1.368, 2.578, 1.755)  -0.284
C (-2.606, 2.314, 1.472)  0.722
O (-3.761, 2.537, 1.545)  -0.340
H (2.278, -0.044, -1.486)  0.399
H (1.082, -1.120, -2.261)  0.314
H (2.477, -1.693, -1.543)  0.389
H (0.815, -2.437, -0.024)  0.287
H (1.728, -0.980, 0.578)  0.395
H (-1.024, -0.956, -0.913)  0.431
H (0.245, 0.709, 1.435)  0.237

## Properties
Kohn-Sham gap: 8.776 eV
SMILES: [NH3+]C/C=C/N1OC1=O
total charge: +1
HOMO energy: -12.72 eV